# 1
Here is a structure of composition C38H48As3Cl3F6N4O6PS3Sc from the Open Molecules 2025 dataset. Energies are from wB97M-V/def2-TZVPD.

Computed properties:
HOMO level ... -8.07 eV

```
! RIJCOSX wB97M-V def2-TZVPD def2/J DEFGRID3
* xyz 0 1
Sc -0.272 -0.763 -0.749
F -3.301 2.336 -3.456
C -2.810 1.198 -3.920
F -3.549 0.763 -4.926
F -1.557 1.388 -4.331
S -2.828 -0.038 -2.551
O -1.523 0.244 -1.879
O -4.009 0.237 -1.817
N -2.747 -1.336 -3.411
S -1.795 -2.556 -3.115
O -2.393 -3.841 -3.062
O -0.629 -2.248 -2.226
C -0.919 -2.554 -4.728
F -1.730 -2.860 -5.720
F 0.078 -3.435 -4.677
F -0.410 -1.329 -4.946
N 0.750 -0.175 2.652
C -0.234 0.182 3.588
C 0.083 0.126 4.951
C -0.831 0.497 5.916
C -2.085 0.958 5.533
C -2.414 0.975 4.192
C -1.525 0.565 3.192
P -2.148 0.321 1.455
C -3.076 1.871 1.047
C -2.604 2.668 0.008
C -3.251 3.843 -0.359
C -4.394 4.244 0.313
C -4.898 3.450 1.337
C -4.252 2.274 1.691
C -3.567 -0.795 1.897
C -3.428 -1.757 2.894
C -4.475 -2.620 3.204
C -5.666 -2.554 2.500
C -5.802 -1.626 1.476
C -4.764 -0.758 1.176
H 1.661 -0.249 3.083
H 0.802 0.499 1.892
H 1.077 -0.206 5.240
H -0.562 0.446 6.965
H -2.805 1.284 6.274
H -3.404 1.305 3.917
H -1.714 2.370 -0.524
H -2.863 4.437 -1.180
H -4.900 5.161 0.034
H -5.806 3.739 1.855
H -4.703 1.647 2.446
H -2.495 -1.840 3.437
H -4.350 -3.352 3.995
H -6.478 -3.231 2.738
H -6.722 -1.577 0.903
H -4.882 -0.059 0.365
C 2.294 -4.269 -0.873
As 1.701 -2.601 -0.042
C 1.588 -3.341 1.754
C 3.439 -1.682 0.215
C 4.257 -1.169 -0.991
C 4.565 -2.328 -1.954
C 3.585 -0.027 -1.771
As 1.834 -0.310 -2.657
C 1.802 1.452 -3.483
C 2.489 -1.226 -4.268
C 5.632 -0.664 -0.488
As 6.007 0.581 1.006
C 5.553 -0.554 2.546
C 4.472 1.784 1.132
H 3.346 -4.417 -0.658
H 2.124 -4.274 -1.949
H 1.713 -5.069 -0.426
H 2.586 -3.614 2.089
H 0.956 -4.224 1.714
H 1.135 -2.619 2.426
H 4.065 -2.362 0.793
H 3.187 -0.836 0.863
H 3.658 -2.715 -2.413
H 5.062 -3.149 -1.430
H 5.232 -1.989 -2.753
H 4.252 0.269 -2.581
H 3.441 0.839 -1.130
H 2.707 1.571 -4.074
H 1.751 2.224 -2.721
H 0.932 1.528 -4.134
H 3.537 -0.977 -4.399
H 1.920 -0.855 -5.113
H 2.371 -2.306 -4.218
H 6.156 -0.210 -1.334
H 6.233 -1.535 -0.200
H 6.030 -1.530 2.438
H 4.476 -0.694 2.668
H 5.951 -0.080 3.443
H 4.477 2.502 0.309
H 4.593 2.338 2.066
H 3.504 1.283 1.144
C 1.323 6.038 -2.076
C 0.794 5.190 -0.955
C 0.068 5.728 0.098
C -0.307 4.859 1.104
N -0.027 3.557 1.074
C 0.625 3.117 -0.004
S 1.013 1.395 -0.067
N 1.063 3.881 -1.010
H 1.366 7.089 -1.794
H 0.681 5.940 -2.955
H 2.317 5.692 -2.356
H -0.177 6.782 0.131
H -0.851 5.207 1.978
Cl -3.963 -4.798 -0.115
C -2.338 -4.342 0.352
Cl -2.094 -4.718 2.078
Cl -1.125 -5.317 -0.539
C -2.054 -2.805 0.059
O -2.773 -2.212 -0.739
O -1.031 -2.293 0.598
*
```

=====

# 2
Here is a structure of composition C8H9Cl3N4ReSSbSe4Si from the Open Molecules 2025 dataset. Energies are from wB97M-V/def2-TZVPD.

Computed properties:
HOMO level ... -14.41 eV

```
! RIJCOSX wB97M-V def2-TZVPD def2/J DEFGRID3
* xyz 2 1
Re 0.178 -0.095 -0.233
C -1.778 3.426 1.408
C -1.155 2.377 0.566
N -0.410 1.418 1.042
N -0.118 1.427 2.376
C 0.592 0.481 2.857
N 0.980 0.420 4.125
S 1.201 -0.912 1.807
C -1.340 2.347 -0.889
C -1.984 3.361 -1.577
C -2.079 3.290 -2.960
C -1.528 2.198 -3.607
C -0.898 1.217 -2.860
N -0.802 1.281 -1.529
H -1.651 3.197 2.459
H -1.331 4.403 1.206
H -2.841 3.497 1.173
H 0.745 1.166 4.763
H 1.579 -0.318 4.456
H -2.397 4.199 -1.034
H -2.572 4.077 -3.514
H -1.574 2.106 -4.683
H -0.450 0.356 -3.337
Se -4.097 -2.808 1.669
Sb -2.990 -4.153 0.133
Se -0.201 -2.526 2.685
Se -0.707 -1.976 -1.054
Se -0.205 -3.978 0.960
Cl 3.776 -0.698 -0.481
Si 2.237 0.033 -1.581
Cl 2.404 2.069 -1.743
Cl 2.205 -0.808 -3.415
*
```

=====

# 3
Here is a cluster of 3 separate species, C34H66N3O9 in total from the Open Molecules 2025 dataset. Energies are from wB97M-V/def2-TZVPD.

Computed properties:
HOMO level ... -10.08 eV

```
! RIJCOSX wB97M-V def2-TZVPD def2/J DEFGRID3
* xyz 1 1
C 0.991 -3.941 3.413
C 1.929 -3.930 4.757
C 3.528 -4.182 4.494
O 4.240 -4.655 5.554
O 4.270 -3.905 3.254
C 4.300 -2.446 3.053
C 5.765 -1.892 2.468
N 5.637 -2.001 0.934
C 6.143 -3.283 0.298
C 6.005 -3.525 -1.347
C 5.309 -2.272 -2.182
C 5.074 -2.430 -3.830
O 6.080 -2.360 -4.729
O 3.650 -2.709 -4.216
C 3.209 -4.004 -3.672
C 1.832 -3.952 -2.784
C 1.789 -2.788 -1.631
C 0.643 -3.068 -0.446
C -0.873 -2.625 -0.888
C -1.785 -2.261 0.446
C -1.306 -0.911 1.242
C -0.843 0.336 0.284
C 0.049 1.363 1.255
C 1.676 1.280 0.876
O 2.414 1.022 2.130
C 3.394 2.080 2.423
C 4.798 -0.877 -1.431
C 5.020 -0.825 0.205
H -0.102 -4.296 3.734
H 1.364 -4.675 2.576
H 0.860 -2.852 2.993
H 1.816 -2.848 5.236
H 1.556 -4.778 5.510
H 3.919 -1.831 3.979
H 3.523 -2.219 2.178
H 5.970 -0.776 2.776
H 6.614 -2.644 2.765
H 6.615 -4.114 0.996
H 6.344 -4.503 -1.898
H 2.965 -4.690 -4.618
H 4.038 -4.590 -3.071
H 1.763 -5.002 -2.220
H 0.916 -3.942 -3.527
H 2.830 -2.859 -1.050
H 1.653 -1.721 -2.124
H 0.956 -2.334 0.442
H 0.725 -4.154 0.010
H -1.380 -3.600 -1.354
H -0.897 -1.760 -1.677
H -2.914 -2.091 0.131
H -1.705 -3.158 1.229
H -0.360 -1.189 1.908
H -2.117 -0.511 2.014
H -1.795 0.883 -0.156
H -0.131 0.050 -0.600
H -0.022 0.997 2.375
H -0.337 2.464 1.135
H 1.976 2.277 0.334
H 1.916 0.399 0.125
H 2.959 2.857 3.206
H 4.336 1.578 2.938
H 3.794 2.648 1.479
H 4.291 0.000 -2.051
H 4.632 0.148 0.774
C -6.212 -1.320 -4.933
O -7.358 -1.267 -4.093
C -8.006 -2.539 -3.959
C -7.898 -3.033 -2.509
N -6.520 -3.418 -2.185
C -6.309 -3.681 -0.756
C -6.443 -2.484 0.203
O -5.431 -1.490 0.028
C -5.742 -0.499 -0.939
H -5.832 -0.302 -5.055
H -5.427 -1.929 -4.478
H -6.472 -1.715 -5.920
H -7.614 -3.281 -4.666
H -9.063 -2.381 -4.198
H -8.555 -3.900 -2.374
H -8.246 -2.230 -1.854
H -5.891 -2.669 -2.469
H -5.291 -4.077 -0.661
H -6.987 -4.481 -0.436
H -6.306 -2.870 1.220
H -7.443 -2.037 0.185
H -6.815 -0.293 -1.001
H -5.355 -0.793 -1.917
H -5.232 0.426 -0.654
C -1.618 8.284 2.414
O -1.107 8.702 1.154
C 0.161 9.362 1.260
C 1.249 8.524 0.575
N 1.535 7.304 1.340
C 2.396 6.356 0.624
C 1.814 5.699 -0.642
O 0.717 4.821 -0.381
C -0.553 5.456 -0.364
H -2.619 7.874 2.257
H -0.988 7.501 2.844
H -1.691 9.130 3.103
H 0.425 9.588 2.301
H 0.065 10.315 0.730
H 2.165 9.120 0.492
H 0.901 8.281 -0.433
H 0.657 6.838 1.560
H 2.639 5.558 1.337
H 3.342 6.850 0.374
H 2.603 5.069 -1.069
H 1.561 6.429 -1.419
H -0.605 6.311 -1.045
H -0.805 5.763 0.653
H -1.303 4.723 -0.675
*
```

=====

# 4
Here is a cluster of 11 separate species, C24H73N11O11 in total from the Open Molecules 2025 dataset. Energies are from wB97M-V/def2-TZVPD.

Computed properties:
SMILES string ... COC[C@H](C)N.COC[C@H](C)N.COC[C@H](C)N.NC(N)=O.NC(N)=O.NC(N)=O.NC(N)=O.CCO.CCO.CCO.CCO
HOMO level ... -9.11 eV

```
! RIJCOSX wB97M-V def2-TZVPD def2/J DEFGRID3
* xyz 0 1
C -15.733 -0.941 -10.210
C -16.475 -1.995 -11.072
C -16.952 -1.397 -12.408
O -17.936 -0.377 -12.140
C -18.455 0.155 -13.310
N -15.648 -3.162 -11.410
H -16.418 -0.079 -10.124
H -14.881 -0.610 -10.785
H -15.496 -1.260 -9.195
H -17.418 -2.337 -10.631
H -17.344 -2.273 -12.974
H -16.142 -0.933 -13.048
H -19.220 0.873 -13.036
H -18.854 -0.727 -13.771
H -17.714 0.727 -13.868
H -15.152 -3.459 -10.556
H -14.896 -2.973 -12.077
C -18.097 -10.297 -14.521
C -17.145 -10.353 -15.696
C -16.949 -8.874 -16.138
O -16.030 -8.862 -17.160
C -15.638 -7.626 -17.666
N -15.834 -10.984 -15.353
H -18.983 -9.662 -14.588
H -17.501 -10.052 -13.619
H -18.470 -11.291 -14.313
H -17.555 -11.010 -16.483
H -16.581 -8.289 -15.273
H -17.952 -8.493 -16.416
H -15.002 -7.214 -16.868
H -16.440 -6.960 -17.981
H -14.910 -7.950 -18.400
H -15.117 -10.740 -16.041
H -15.480 -10.645 -14.460
C -13.407 -6.303 -14.561
C -12.795 -7.675 -14.212
C -13.324 -8.309 -12.912
O -14.754 -8.403 -12.975
C -15.259 -9.150 -11.893
N -12.885 -8.699 -15.277
H -13.052 -5.543 -13.845
H -14.503 -6.337 -14.547
H -13.086 -5.969 -15.537
H -11.728 -7.491 -13.972
H -13.021 -7.676 -12.051
H -12.853 -9.304 -12.783
H -16.315 -8.993 -11.693
H -14.717 -8.889 -10.970
H -15.154 -10.237 -12.036
H -13.851 -9.085 -15.224
H -12.799 -8.189 -16.143
C -10.232 -3.565 -19.070
C -11.616 -3.068 -18.680
O -11.716 -3.116 -17.266
H -9.459 -2.851 -18.801
H -10.193 -3.841 -20.109
H -10.035 -4.512 -18.568
H -12.447 -3.662 -19.086
H -11.742 -2.012 -18.968
H -12.628 -3.246 -17.015
C -12.423 -0.281 -13.102
C -12.858 -1.141 -14.382
O -13.084 -2.512 -14.016
H -11.540 -0.748 -12.664
H -13.189 -0.402 -12.332
H -12.221 0.773 -13.318
H -12.101 -0.979 -15.126
H -13.841 -0.807 -14.735
H -12.409 -3.037 -14.476
C -18.457 -6.788 -13.158
C -17.367 -5.999 -12.476
O -17.372 -4.643 -12.967
H -18.263 -6.915 -14.226
H -19.416 -6.227 -13.103
H -18.610 -7.736 -12.652
H -16.428 -6.503 -12.710
H -17.480 -5.949 -11.395
H -16.608 -4.185 -12.499
C -17.553 -2.115 -20.364
C -16.435 -3.089 -20.885
O -16.495 -4.290 -20.177
H -17.348 -1.769 -19.342
H -18.540 -2.568 -20.453
H -17.518 -1.284 -21.080
H -15.449 -2.620 -20.687
H -16.524 -3.174 -21.965
H -15.689 -4.774 -20.357
C -15.457 -3.586 -16.456
O -14.585 -2.945 -16.991
N -16.235 -4.438 -17.060
N -15.723 -3.482 -15.178
H -16.961 -4.921 -16.568
H -16.312 -4.353 -18.063
H -16.502 -3.998 -14.787
H -14.943 -3.120 -14.636
C -20.571 -3.417 -13.845
O -21.714 -3.161 -14.120
N -20.012 -3.382 -12.544
N -19.559 -3.680 -14.846
H -19.079 -3.748 -12.404
H -20.593 -3.219 -11.757
H -19.938 -3.924 -15.737
H -18.793 -4.268 -14.499
C -15.271 0.753 -16.979
O -15.568 1.940 -16.946
N -16.012 -0.295 -16.457
N -14.067 0.218 -17.450
H -15.882 -1.248 -16.782
H -16.938 -0.038 -16.108
H -13.319 0.838 -17.664
H -13.837 -0.743 -17.290
C -19.427 -6.379 -18.045
O -18.929 -5.958 -17.010
N -18.912 -6.367 -19.294
N -20.650 -7.049 -18.078
H -18.087 -5.772 -19.465
H -19.440 -6.686 -20.099
H -21.152 -7.283 -18.936
H -21.168 -6.983 -17.221
*
```